The following is a DFT calculation (ωB97M-V/def2-TZVPD) of one molecule with the formula C8H18N2O4S at a distorted geometry.

Atoms and positions in Å:
C -3.29 0.71 1.98
C -2.48 -0.10 0.98
C -1.84 -1.38 1.66
C -0.70 -1.10 2.66
N 0.59 -1.29 1.98
S 1.32 0.04 1.27
O 0.97 1.27 1.96
O 2.73 -0.25 1.18
N 0.69 0.00 -0.27
C 0.87 -1.14 -1.13
C 2.07 -0.91 -2.08
C 1.77 0.32 -2.90
O 1.24 0.19 -3.99
O 2.06 1.54 -2.37
C 1.74 2.70 -3.16
H -4.05 0.07 2.47
H -2.66 1.13 2.76
H -3.84 1.48 1.46
H -3.17 -0.45 0.16
H -1.73 0.56 0.52
H -1.47 -1.98 0.85
H -2.66 -1.92 2.14
H -0.74 -1.84 3.48
H -0.74 -0.14 3.13
H 1.25 -1.59 2.67
H 0.97 0.87 -0.71
H 0.95 -2.07 -0.60
H -0.04 -1.24 -1.77
H 2.26 -1.78 -2.73
H 2.98 -0.76 -1.49
H 1.92 2.57 -4.26
H 0.68 2.95 -3.04
H 2.34 3.56 -2.81

Lowest unoccupied orbital energy = 0.7 eV
Spin multiplicity = 1
Orbital gap = 10.67 eV
Net charge = 0
Relative energy (zero: lowest compared OMol25 entry of this formula, charge and spin) = 75.1 kJ/mol
SMILES = CCCCNS(=O)(=O)NCCC(=O)OC
HOMO energy = -9.95 eV


The following is a DFT calculation (ωB97M-V/def2-TZVPD) of a 2-piece molecular cluster, C8H18N2OS overall at a distorted geometry.

Atoms and positions in Å:
C 1.60 -2.34 -0.11
C 0.83 -5.01 -0.20
C 0.83 2.41 -0.35
C -1.06 0.89 -0.81
C -0.87 3.06 2.35
C 1.53 -4.29 -1.31
C -0.63 2.06 -0.01
C -0.93 1.75 1.51
N 1.45 -1.59 0.74
N 0.03 0.75 2.08
O 1.75 -2.90 -1.19
S -0.27 0.21 3.82
H 0.00 -4.40 0.12
H 0.34 -5.92 -0.68
H 1.50 -5.14 0.69
H 0.65 2.44 -1.41
H 1.08 3.16 0.33
H 1.47 1.56 -0.10
H -2.06 0.51 -0.42
H -1.24 1.35 -1.73
H -0.27 0.21 -0.73
H -0.49 3.93 1.83
H -1.85 3.21 2.72
H -0.16 2.76 3.15
H 0.96 -4.35 -2.13
H 2.55 -4.75 -1.60
H -1.29 2.82 -0.38
H -1.86 1.22 1.76
H 0.37 0.07 1.43
H 0.94 1.30 2.22

Lowest unoccupied orbital energy (spin up / spin down) = 0.4 / -0.6 eV
Spin multiplicity = 3
Orbital gap (spin up / spin down) = 4.49 / 6.97 eV
Net charge = 0
HOMO energy (spin up / spin down) = -4.09 / -7.57 eV


The following is a DFT calculation (ωB97M-V/def2-TZVPD) of a 2-piece molecular cluster, C8H18N4OS overall at a distorted geometry.

Atoms and positions in Å:
C 8.08 -0.78 0.30
C 7.70 0.65 -1.72
C 5.51 -0.23 -1.23
C -11.69 -0.94 -0.65
C -10.33 -0.09 1.26
C -11.43 1.50 -0.24
C 10.02 0.98 1.84
C -11.14 0.09 0.13
N 6.29 0.75 -1.73
N 8.25 0.34 -0.31
N 5.97 -1.36 -0.80
N 8.29 -1.62 1.10
O 5.22 -2.17 0.03
S 9.27 1.64 0.37
H 8.08 -0.12 -2.42
H 8.13 1.55 -2.01
H 4.50 0.02 -1.15
H -12.08 -1.70 0.16
H -11.08 -1.60 -1.26
H -12.40 -0.67 -1.43
H -9.89 0.83 1.52
H -10.83 -0.77 2.04
H -9.57 -0.89 0.96
H -11.72 2.01 0.74
H -12.27 1.54 -0.96
H -10.56 2.01 -0.70
H 10.79 1.74 2.14
H 10.47 -0.01 1.69
H 9.22 0.99 2.72
H 5.86 1.56 -1.94
H 7.61 -2.17 1.58
H 5.71 -3.06 -0.03

Lowest unoccupied orbital energy (spin up / spin down) = -7.1 / -7.6 eV
Spin multiplicity = 3
Orbital gap (spin up / spin down) = 3.88 / 5.79 eV
Net charge = +2
Relative energy (zero: lowest compared OMol25 entry of this formula, charge and spin) = 16.6 kJ/mol
HOMO energy (spin up / spin down) = -10.98 / -13.35 eV


The following is a DFT calculation (ωB97M-V/def2-TZVPD) of C8H18N6O2PtS3Sb as an isolated structure at a distorted geometry.

Atoms and positions in Å:
Pt 2.18 0.03 -0.11
C 0.29 4.60 -0.90
O 0.53 3.61 -1.92
C 1.03 2.46 -1.49
O 1.26 2.20 -0.33
N 1.20 1.60 -2.54
N 1.91 0.42 -2.33
H -0.14 5.45 -1.43
H 1.22 4.87 -0.42
H -0.41 4.21 -0.16
H 1.12 1.98 -3.48
H 2.88 0.48 -2.59
H 1.47 -0.37 -2.79
S 2.43 -3.17 2.53
Sb 4.19 -2.02 1.68
S 3.43 -1.73 -0.69
S 3.34 0.33 1.75
C -0.10 -0.60 1.80
N 0.06 -0.59 0.30
C -0.10 -2.00 -0.18
N -1.41 -2.52 0.18
C -1.52 -2.49 1.65
N -1.40 -1.12 2.17
C -2.44 -0.30 1.56
N -2.34 -0.28 0.09
C -1.03 0.24 -0.27
C -2.44 -1.67 -0.39
H 0.02 0.42 2.15
H 0.69 -1.23 2.21
H 0.69 -2.60 0.28
H 0.01 -2.01 -1.27
H -0.73 -3.10 2.08
H -2.50 -2.89 1.93
H -2.36 0.72 1.93
H -3.42 -0.70 1.83
H -0.92 1.25 0.12
H -0.93 0.25 -1.36
H -2.34 -1.67 -1.48
H -3.42 -2.06 -0.12

Lowest unoccupied orbital energy (spin up / spin down) = -0.5 / -1.0 eV
Spin multiplicity = 2
Orbital gap (spin up / spin down) = 6.37 / 5.78 eV
Net charge = 0
Relative energy (zero: lowest compared OMol25 entry of this formula, charge and spin) = 75.4 kJ/mol
HOMO energy (spin up / spin down) = -6.83 / -6.80 eV


What did the first record say?
The following is a DFT calculation (ωB97M-V/def2-TZVPD) of one molecule with the formula C8H18N2O4S at a distorted geometry.

Atoms and positions in Å:
C -3.29 0.71 1.98
C -2.48 -0.10 0.98
C -1.84 -1.38 1.66
C -0.70 -1.10 2.66
N 0.59 -1.29 1.98
S 1.32 0.04 1.27
O 0.97 1.27 1.96
O 2.73 -0.25 1.18
N 0.69 0.00 -0.27
C 0.87 -1.14 -1.13
C 2.07 -0.91 -2.08
C 1.77 0.32 -2.90
O 1.24 0.19 -3.99
O 2.06 1.54 -2.37
C 1.74 2.70 -3.16
H -4.05 0.07 2.47
H -2.66 1.13 2.76
H -3.84 1.48 1.46
H -3.17 -0.45 0.16
H -1.73 0.56 0.52
H -1.47 -1.98 0.85
H -2.66 -1.92 2.14
H -0.74 -1.84 3.48
H -0.74 -0.14 3.13
H 1.25 -1.59 2.67
H 0.97 0.87 -0.71
H 0.95 -2.07 -0.60
H -0.04 -1.24 -1.77
H 2.26 -1.78 -2.73
H 2.98 -0.76 -1.49
H 1.92 2.57 -4.26
H 0.68 2.95 -3.04
H 2.34 3.56 -2.81

Lowest unoccupied orbital energy = 0.7 eV
Spin multiplicity = 1
Orbital gap = 10.67 eV
Net charge = 0
Relative energy (zero: lowest compared OMol25 entry of this formula, charge and spin) = 75.1 kJ/mol
SMILES = CCCCNS(=O)(=O)NCCC(=O)OC
HOMO energy = -9.95 eV


- Number 2 is which compound?
  C8H18N2OS


- Number 1 is which compound?
  C8H18N2O4S